C4H6N2O | ωB97M-V/def2-TZVPD

```
13
C4H6N2O, DFT ωB97M-V/def2-TZVPD
O -0.8664 -1.5282 1.5397
N 1.6269 -1.1712 0.3210
N 0.5243 -0.4643 0.0727
C -1.5636 0.4279 0.3289
C -0.6980 -0.6541 0.7194
C -0.9549 1.1464 -0.5719
C 0.4344 0.6494 -0.8380
H -1.4099 1.9231 -1.1432
H 2.2511 -0.7622 0.9755
H 1.4324 -2.1250 0.7380
H -2.5635 0.6735 0.5951
H 0.5737 0.3948 -1.9035
H 1.2135 1.4900 -0.8338
```

The calculation puts the largest force on an atom at 0.0763 Eh/bohr. The gap between HOMO and LUMO comes out at 9.547 eV. Its energy above the lowest of the compared OMol25 structures with the same formula, charge and spin is 2.079 eV. The value obtained for the energy is -9271.4233 eV. The SMILES is NN1CC=CC1=O. Its charge is 0.